Record 1
10
Properties=species:S:1:pos:R:3 method="wB97M-V/def2-TZVPD" homo_energy_ev=-10.62 relative_energy_kcal_mol=105.35
H -1.364 -0.874 -1.622
C -0.460 0.699 -0.114
C -0.945 -0.496 -0.531
O -0.808 1.828 -0.012
H -1.766 -0.686 -0.029
C 0.566 -0.033 0.742
N 2.668 0.465 -0.604
O 0.031 -1.368 0.107
H 0.301 0.211 1.873
C 1.778 0.254 0.191

Record 2
158
Properties=species:S:1:pos:R:3 method="wB97M-V/def2-TZVPD" total_charge=-1 homo_energy_ev=-4.49
C -12.303 -5.759 -3.927
H 0.514 -2.879 -0.978
C -5.197 11.518 4.743
C -1.773 -2.564 -1.695
C 14.510 -5.893 -0.153
H -3.516 -1.403 2.142
H -6.007 -4.979 -1.183
P 1.077 -2.677 -3.715
C -1.733 11.417 7.284
H 12.649 -5.404 0.814
H -3.547 -7.062 -3.092
C -0.925 -3.695 -2.310
C -1.907 2.417 -1.363
O -1.560 -2.374 -0.306
C -1.895 9.643 5.148
H -3.012 -7.465 -1.452
H -1.001 -5.877 -2.165
C -3.371 6.767 0.522
H -3.525 0.373 -3.519
H 14.064 -2.906 -1.290
H -5.482 -3.260 0.502
Br -1.948 -5.452 -4.392
H 3.927 -0.993 -0.512
H 2.044 -1.516 1.874
H 13.555 -3.546 -2.842
H 6.400 0.335 -0.429
C -2.157 1.317 -2.165
H 4.231 -2.319 2.161
H 0.553 -3.364 1.455
C -10.745 -4.718 -2.425
H -1.438 -1.671 -2.227
H -8.232 12.396 3.538
C -7.299 13.252 5.272
H 0.719 -5.897 -1.026
O -11.359 -2.978 -0.955
H 11.094 0.338 -1.532
H 10.689 0.131 0.170
C -2.554 4.612 -0.403
C -6.492 -3.340 0.118
H -9.212 -7.122 -4.246
H -6.346 10.849 3.076
C -0.795 9.621 5.987
C -4.015 3.376 -2.037
C -9.733 -5.555 -2.898
C -4.752 5.628 -1.091
C 11.865 -1.450 -0.671
C -2.835 3.449 -1.292
H -12.802 -4.174 -2.557
O -7.482 -6.238 -2.728
C -4.260 2.268 -2.839
C -7.492 -2.487 0.571
C 14.872 -6.794 1.027
H -6.583 6.587 -1.612
C 8.287 -0.672 -0.135
C -10.011 -6.487 -3.891
C -9.075 -3.577 -0.869
H -3.457 -1.579 -0.180
C 2.349 -2.253 1.127
C -2.461 -1.449 0.260
H 11.295 -2.503 -2.468
O -6.029 4.435 -2.675
C -8.781 -2.605 0.080
H 12.588 -5.331 -1.849
H -1.434 0.514 -2.225
C 3.871 -2.367 1.128
C 0.619 -4.928 -0.532
H 0.150 10.493 7.706
C 0.429 -3.815 -1.541
H 13.994 -6.998 1.641
H -2.842 -2.693 -1.901
H -6.198 8.519 -0.097
H 4.752 -0.396 0.918
C 4.583 -1.289 0.310
H -13.305 -5.841 -4.328
H -1.687 12.115 8.109
H -3.762 -4.626 -2.266
C -0.713 10.510 7.053
C -1.667 -5.086 -2.499
Br -3.051 -5.097 0.076
C -3.587 5.688 -0.326
H 2.455 -2.404 -3.863
C -5.466 7.724 -0.162
H 6.919 -0.614 -1.791
H 11.555 -2.205 0.057
H 0.673 -1.843 -4.778
H -2.463 6.794 1.108
H -5.179 2.228 -3.407
H 9.467 -2.023 -1.318
H 11.552 -4.297 -0.893
H 6.423 -2.355 0.508
O -4.141 9.818 3.493
H -6.116 13.916 6.945
H -11.506 -7.309 -5.181
C -2.518 -1.634 1.769
C 1.624 -3.570 1.395
C -10.473 -3.691 -1.374
C -8.345 -5.477 -2.351
H -4.626 -6.810 -1.720
O -1.529 4.687 0.240
C 12.203 -2.115 -1.998
C 13.345 -4.935 0.116
H -0.998 2.489 -0.781
H -1.975 8.961 4.313
C -8.068 -4.430 -1.326
C -11.292 -6.586 -4.405
C -5.688 6.651 -1.008
H -8.122 13.923 5.480
C 5.922 -1.756 -0.257
C -2.921 10.553 5.374
C -3.050 -5.348 -1.874
H -4.142 8.615 1.279
H 2.176 -5.584 0.793
H 1.928 -3.947 2.376
C -5.023 4.473 -1.999
H 2.017 -1.866 0.160
H 12.607 -1.360 -2.677
H 2.651 -4.335 -0.356
H -7.263 -1.728 1.308
H -2.283 -2.665 2.019
H 12.780 -0.985 -0.292
C -6.314 11.527 3.917
C 13.196 -3.266 -1.851
C -7.362 12.392 4.181
C -3.335 1.240 -2.900
H 4.167 -3.347 0.747
H -9.574 -1.953 0.420
C -3.590 -6.763 -2.052
H 0.910 -1.630 -2.726
H -2.131 -0.432 0.019
H 8.328 -1.464 0.616
C 10.772 -0.391 -0.785
H -1.820 -0.976 2.284
O 1.434 -3.848 -2.502
H 15.390 -5.304 -0.420
O -0.555 -3.217 -3.582
H 9.074 -0.528 -2.127
C -5.130 12.387 5.833
H -0.269 -4.962 0.101
C -4.090 10.563 4.448
C -4.309 7.782 0.607
H 5.721 -2.420 -1.098
H 0.001 8.910 5.812
I 1.558 -4.521 -5.659
C 6.859 -0.617 -0.702
H 15.617 -6.333 1.675
C 9.389 -0.944 -1.169
C -6.186 13.252 6.095
C 1.858 -4.653 0.322
C -3.936 12.415 6.728
O -3.861 13.199 7.649
H 15.273 -7.750 0.696
H 14.270 -6.502 -1.026
H 8.521 0.259 0.384
C -2.842 11.440 6.448
C 12.594 -4.496 -1.147
C -12.031 -4.828 -2.940
H 13.733 -4.040 0.608
C -6.778 -4.309 -0.827

Record 3
39
Properties=species:S:1:pos:R:3 method="wB97M-V/def2-TZVPD" total_charge=+2 homo_energy_ev="-17.20 / -17.28"
H 3.622 -0.370 -2.814
C -1.006 -1.028 2.674
F -0.524 4.520 0.227
O 0.297 -2.509 1.501
H -1.828 1.234 4.270
F 2.461 -1.496 0.706
C -1.944 -0.419 -1.701
O 0.135 2.794 -1.168
H -2.935 1.824 3.013
F -2.088 0.713 -2.381
H 1.259 1.578 -4.298
C 1.248 1.082 -2.245
B 1.985 -2.572 0.091
H 2.860 -1.968 -2.707
F -3.082 -0.733 -1.090
F 2.398 -3.760 0.353
F -1.610 -1.386 -2.543
H 2.771 1.912 -3.474
Rh -0.528 -0.150 -0.172
H -3.290 0.335 3.910
C 2.690 -0.922 -2.952
O -2.351 1.446 0.600
C -2.493 0.932 3.456
N -0.301 -1.444 1.611
C 1.609 -0.340 -2.145
H 0.007 -1.758 4.387
C 1.685 1.941 -3.358
B -0.130 3.311 0.061
C -0.982 -1.817 3.919
N -1.777 0.523 1.156
N 0.908 -1.023 -1.286
H -1.129 -2.881 3.702
N 0.541 1.492 -1.237
H -1.725 -1.481 4.638
O 1.210 -2.330 -1.033
H 2.441 -0.847 -4.013
H 1.357 2.966 -3.199
C -1.761 0.154 2.441
F -0.002 2.480 1.098

| no. | molar mass (u) |
| --- | --- |
| 1 | 97.073 |
| 2 | 1356.041 |
| 3 | 497.735 |